(1)
Computed, not measured: C4H18O6V as an isolated structure in a non-equilibrium geometry, with ωB97M-V/def2-TZVPD.

Last column: Mulliken charge in e.
Geometry (Å):
1 V 0.156 -0.015 0.389  0.82
2 C -0.660 -3.699 -0.409  -0.95
3 C 0.491 -2.899 -1.033  -0.31
4 O 0.081 -1.590 -1.241  -0.53
5 H -1.499 -3.697 -1.105  0.22
6 H -0.890 -3.480 0.634  0.17
7 H -0.287 -4.717 -0.290  0.41
8 H 1.030 -3.358 -1.862  0.37
9 H 1.281 -3.012 -0.290  0.06
10 C -0.962 3.694 -0.785  -0.74
11 C -0.145 2.775 -1.693  -0.51
12 O -0.262 1.409 -1.409  -0.63
13 H -1.990 3.651 -1.145  0.20
14 H -0.566 4.705 -0.885  0.39
15 H -0.818 3.379 0.248  0.03
16 H 0.874 3.160 -1.650  0.23
17 H -0.302 2.981 -2.752  0.32
18 O 0.373 1.565 1.780  -0.26
19 H 1.157 2.050 2.038  0.23
20 H -0.332 1.959 2.294  0.25
21 O 2.383 0.195 0.038  -0.44
22 H 3.002 0.898 -0.156  0.26
23 H 2.894 -0.609 -0.059  0.26
24 O 0.525 -1.449 2.050  -0.46
25 H 0.964 -2.300 2.051  0.26
26 H 0.423 -1.231 2.976  0.27
27 O -1.925 -0.055 0.796  -0.44
28 H -2.360 -0.896 0.661  0.28
29 H -2.637 0.585 0.808  0.26

The HOMO energy (alpha / beta) comes out at -0.2316 / -0.2388 hartree. Its largest force on an atom is 4.28 eV Å⁻¹. Its lowest unoccupied orbital energy (alpha / beta) is -0.61 / -0.62 eV. The calculation puts the energy above the lowest of the compared OMol25 structures with the same formula, charge and spin at 45.7 kcal/mol. The total energy comes out at -1558.56838 Eh. As for the spin multiplicity: 4.

(2)
Computed, not measured: C4H19BrMnNO5 as an isolated structure in a non-equilibrium geometry, with ωB97M-V/def2-TZVPD.

Last column: Mulliken charge in e.
Geometry (Å):
1 Mn -7.093 -18.714 26.328  0.81
2 Br -5.718 -20.575 27.237  -0.59
3 C -9.473 -16.830 28.299  -1.29
4 C -8.475 -17.526 29.238  0.46
5 C -9.112 -18.789 29.830  -0.71
6 O -8.256 -19.162 30.893  -0.34
7 C -8.553 -20.426 31.465  -0.73
8 N -7.233 -17.965 28.526  -0.41
9 H -9.757 -17.433 27.438  0.16
10 H -8.969 -15.945 27.892  0.30
11 H -10.355 -16.477 28.830  0.44
12 H -8.209 -16.787 29.993  0.30
13 H -9.082 -19.585 29.070  0.23
14 H -10.157 -18.608 30.098  0.44
15 H -9.294 -20.358 32.261  0.29
16 H -7.625 -20.763 31.929  0.26
17 H -8.837 -21.168 30.718  0.32
18 H -6.858 -18.653 29.186  0.33
19 H -6.592 -17.174 28.545  0.27
20 O -8.029 -17.141 25.333  -0.38
21 H -8.565 -17.422 24.576  0.32
22 H -8.007 -16.175 25.286  0.24
23 O -6.622 -19.252 24.132  -0.45
24 H -5.827 -19.000 23.643  0.28
25 H -7.050 -19.921 23.582  0.26
26 O -8.863 -19.860 25.769  -0.44
27 H -9.718 -19.772 26.217  0.27
28 H -8.986 -20.576 25.130  0.25
29 O -5.193 -17.481 26.076  -0.44
30 H -4.421 -18.047 26.255  0.30
31 H -4.835 -16.625 25.804  0.26

The HOMO energy (alpha / beta) comes out at -0.4245 / -0.4339 hartree. Its largest force on an atom is 1.70 eV Å⁻¹. The total charge is +1. Its lowest unoccupied orbital energy (alpha / beta) is -3.41 / -3.42 eV. The calculation puts the energy above the lowest of the compared OMol25 structures with the same formula, charge and spin at 0.0 kcal/mol. The total energy comes out at -4319.64697 Eh. As for the spin multiplicity: 6.

(3)
Computed, not measured: a 5-piece molecular cluster, C4H19N2O4 overall in a non-equilibrium geometry, with ωB97M-V/def2-TZVPD.

Last column: Mulliken charge in e.
Geometry (Å):
1 C -1.748 0.007 -1.315  -0.68
2 C -2.574 0.528 -0.148  -0.50
3 C -1.845 0.945 1.099  -0.78
4 C -1.440 2.199 1.347  0.09
5 N -0.766 2.631 2.455  -0.42
6 N -0.485 -0.657 -0.791  -0.17
7 H -1.249 0.819 -1.861  0.35
8 H -2.251 -0.617 -2.018  0.40
9 H -3.211 1.349 -0.484  0.42
10 H -3.255 -0.245 0.227  0.27
11 H -1.531 0.178 1.801  0.39
12 H -1.728 3.089 0.790  0.32
13 H -0.410 2.068 3.200  0.18
14 H -0.464 3.586 2.519  0.20
15 H 0.284 -0.683 -1.487  0.37
16 H -0.220 -0.200 0.084  0.29
17 H -0.685 -1.634 -0.514  0.37
18 H 1.570 -0.445 1.901  0.26
19 H 1.452 -1.867 1.231  0.26
20 O 1.291 -0.925 1.142  -0.52
21 H 2.549 -0.537 -1.080  0.36
22 H 2.668 -1.556 -2.238  0.27
23 O 2.043 -1.141 -1.645  -0.64
24 H 0.143 -4.145 -0.480  0.28
25 H -0.018 -3.758 0.957  0.30
26 O 0.044 -3.363 0.079  -0.62
27 H 4.288 1.186 -1.438  0.29
28 H 3.011 1.898 -2.128  0.28
29 O 3.349 1.155 -1.628  -0.58

The HOMO energy comes out at -0.4093 hartree. Its largest force on an atom is 2.76 eV Å⁻¹. The total charge is +1. Its lowest unoccupied orbital energy is -2.62 eV. The calculation puts the energy above the lowest of the compared OMol25 structures with the same formula, charge and spin at 22.1 kcal/mol. The total energy comes out at -574.04454 Eh.

(4)
Computed, not measured: a 5-piece molecular cluster, C4H19N2O5 overall in a non-equilibrium geometry, with ωB97M-V/def2-TZVPD.

Last column: Mulliken charge in e.
Geometry (Å):
1 C 0.493 -0.604 0.005  -1.12
2 O 0.018 -1.585 0.815  -0.85
3 C -0.641 0.444 -0.299  1.02
4 C -0.659 1.654 0.640  -0.98
5 C -0.561 3.057 0.070  -0.77
6 N 0.700 3.451 -0.654  -0.65
7 N -1.937 -0.266 -0.298  -0.82
8 H 0.815 -0.952 -1.023  0.22
9 H 1.454 -0.201 0.415  0.44
10 H -0.655 0.800 -1.329  0.18
11 H -1.599 1.656 1.207  0.28
12 H 0.108 1.404 1.446  0.32
13 H -1.420 3.111 -0.619  0.32
14 H -0.697 3.921 0.716  0.45
15 H 1.105 2.601 -1.025  0.31
16 H 1.400 3.771 0.010  0.24
17 H -2.090 -1.006 -0.947  0.30
18 H -2.047 -0.746 0.589  0.32
19 H -0.098 -2.729 2.838  0.32
20 H 0.056 -1.321 3.096  0.35
21 O -0.275 -2.106 3.553  -0.69
22 H 1.477 0.284 -2.179  0.35
23 H 0.875 1.530 -3.164  0.30
24 O 1.497 1.170 -2.539  -0.70
25 H -0.968 -2.126 -1.803  0.30
26 H -0.814 -2.957 -0.476  0.38
27 O -1.295 -2.878 -1.317  -0.73
28 H 1.209 -2.719 0.944  0.41
29 H 2.560 -3.321 0.290  0.26
30 O 1.990 -3.337 1.038  -0.73

The HOMO energy comes out at -0.1716 hartree. Its largest force on an atom is 2.65 eV Å⁻¹. The total charge is -1. Its lowest unoccupied orbital energy is 3.21 eV. The calculation puts the energy above the lowest of the compared OMol25 structures with the same formula, charge and spin at 34.6 kcal/mol. The total energy comes out at -649.51507 Eh.

(5)
Computed, not measured: a 5-piece molecular cluster, C4H19N2O5 overall in a non-equilibrium geometry, with ωB97M-V/def2-TZVPD.

Last column: Mulliken charge in e.
Geometry (Å):
1 N -2.663 2.447 -0.466  -0.54
2 C -3.047 1.060 -0.235  -0.98
3 C -1.966 0.011 -0.464  -0.32
4 N -0.812 0.227 0.423  -0.03
5 C -0.168 -1.044 0.817  -1.15
6 C 0.313 -1.169 2.181  -0.68
7 O 1.403 -0.160 2.544  -0.55
8 H -2.292 2.597 -1.382  0.22
9 H -2.143 2.901 0.262  0.23
10 H -3.489 1.007 0.754  0.40
11 H -3.877 0.841 -0.919  0.38
12 H -1.586 0.095 -1.484  0.26
13 H -2.469 -0.954 -0.355  0.23
14 H -1.188 0.664 1.261  0.24
15 H 3.008 -0.197 1.494  0.36
16 H 0.495 -1.407 0.027  0.63
17 H -0.459 -1.012 2.945  0.40
18 H 0.758 -2.150 2.346  0.25
19 H 3.204 0.394 -1.087  0.40
20 H 2.918 -0.638 -2.151  0.26
21 O 2.861 0.316 -2.007  -0.66
22 H -1.370 -3.173 -0.983  0.24
23 H -0.923 -2.490 0.526  0.41
24 O -1.136 -3.385 -0.078  -0.75
25 H 1.852 1.708 -2.596  0.39
26 H 0.561 2.021 -1.851  0.31
27 O 0.973 2.121 -2.715  -0.71
28 H 1.376 0.005 3.492  0.25
29 H 2.204 -0.781 0.319  0.34
30 O 3.057 -0.380 0.545  -0.81

The HOMO energy comes out at -0.0875 hartree. Its largest force on an atom is 1.46 eV Å⁻¹. The total charge is -1. Its lowest unoccupied orbital energy is 3.46 eV. The calculation puts the energy above the lowest of the compared OMol25 structures with the same formula, charge and spin at 64.3 kcal/mol. The total energy comes out at -649.46782 Eh.

(6)
Computed, not measured: a 11-piece molecular cluster, C4H20BO18 overall in a non-equilibrium geometry, with ωB97M-V/def2-TZVPD.

Last column: Mulliken charge in e.
Geometry (Å):
1 O 13.641 -5.884 -37.895  -0.54
2 C 12.948 -5.077 -38.464  0.50
3 O 13.301 -4.218 -39.365  -0.60
4 B 12.153 -3.353 -39.720  0.87
5 O 11.137 -3.726 -38.721  -0.33
6 C 11.449 -4.853 -38.113  0.62
7 O 10.784 -5.431 -37.311  -0.52
8 O 11.823 -3.527 -41.126  -0.45
9 C 12.297 -2.510 -41.814  0.49
10 O 12.330 -2.373 -43.002  -0.73
11 C 12.698 -1.403 -40.768  0.44
12 O 12.454 -1.915 -39.604  -0.17
13 O 13.154 -0.319 -41.017  -0.57
14 O 14.430 -9.454 -37.810  -0.61
15 H 14.704 -8.620 -38.214  0.31
16 H 15.166 -10.057 -37.958  0.30
17 O 16.945 -6.159 -36.962  -0.64
18 H 16.470 -5.856 -37.745  0.32
19 H 16.435 -6.919 -36.657  0.31
20 O 14.369 -1.235 -44.798  -0.64
21 H 13.510 -1.494 -44.428  0.42
22 H 15.005 -1.518 -44.135  0.28
23 O 9.578 -2.329 -43.832  -0.65
24 H 10.496 -2.129 -43.572  0.36
25 H 9.593 -3.266 -44.050  0.29
26 O 13.902 -2.125 -36.720  -0.67
27 H 13.758 -2.842 -37.345  0.27
28 H 13.323 -2.334 -35.975  0.34
29 O 9.528 -7.422 -35.321  -0.59
30 H 9.496 -8.332 -35.007  0.28
31 H 9.952 -7.465 -36.188  0.31
32 O 9.781 -2.530 -36.101  -0.60
33 H 9.380 -1.681 -36.320  0.29
34 H 9.307 -3.176 -36.640  0.30
35 O 11.884 0.493 -37.713  -0.63
36 H 12.171 1.242 -38.243  0.28
37 H 12.398 -0.253 -38.055  0.40
38 O 12.970 -7.013 -34.897  -0.64
39 H 12.606 -6.482 -35.620  0.31
40 H 12.512 -7.856 -34.963  0.29
41 O 12.603 2.710 -42.033  -0.62
42 H 12.212 2.611 -41.160  0.30
43 H 13.490 2.342 -41.947  0.32

The HOMO energy comes out at -0.3020 hartree. Its largest force on an atom is 2.00 eV Å⁻¹. The total charge is -1. Its lowest unoccupied orbital energy is 2.29 eV. The calculation puts the energy above the lowest of the compared OMol25 structures with the same formula, charge and spin at 23.5 kcal/mol. The total energy comes out at -1543.94003 Eh.